# 1
The following is a DFT calculation (the ωB97M-V functional and the def2-TZVPD basis) of a single C4H10N2O2 molecule at a distorted geometry.

Output
Energy above the lowest of the compared OMol25 structures with the same formula, charge and spin in kJ/mol: 673.9
HOMO energy in eV: -9.067
SMILES: CNC[C@@H](N)C(=O)O
LUMO energy in eV: 0.550
Frontier orbital gap in eV: 9.62
Electronic energy in eV: -11379.91818

Geometry (Å):
C: -2.596 -0.398 -0.566
N: -1.749 -0.613 0.437
C: -0.865 0.503 0.692
C: 0.204 0.723 -0.257
N: 0.953 1.858 -0.190
C: 1.192 -0.413 -0.194
O: 1.836 -0.941 -1.163
O: 1.580 -0.833 1.090
H: -3.283 0.534 -0.511
H: -2.473 -0.427 -1.626
H: -3.238 -1.535 -0.693
H: -2.124 -1.010 1.069
H: -1.631 1.413 0.938
H: -0.567 0.468 1.749
H: -0.090 0.694 -1.247
H: 0.248 2.546 -0.442
H: 1.312 1.927 0.576
H: 2.482 -1.619 1.004

---

# 2
The following is a DFT calculation (the ωB97M-V functional and the def2-TZVPD basis) of a molecular structure, C3H13N2O2Ti at a distorted geometry.

Output
HOMO energy in eV: -12.025
Charge: +1
LUMO energy in eV: -3.963
Frontier orbital gap in eV: 8.06
Electronic energy in eV: -33503.58077

Geometry (Å):
C: 0.847 1.677 -1.878
Ti: 0.397 0.205 -0.573
N: -0.505 -1.802 0.618
H: 1.116 -0.863 -1.540
H: -0.009 -2.120 1.457
H: -0.980 -0.549 -0.909
H: 0.271 1.161 -2.689
H: 1.781 2.118 -2.196
H: 0.125 2.366 -1.430
H: -1.478 -1.612 0.907
H: -0.549 -2.596 -0.035
N: 0.384 2.200 3.500
C: 1.698 1.879 2.804
C: 1.299 1.276 1.473
O: 2.070 0.768 0.593
O: 0.039 1.198 1.261
H: -0.301 1.453 3.312
H: -0.012 3.082 3.141
H: 0.475 2.329 4.517
H: 2.281 2.808 2.774
H: 2.234 1.171 3.444

---

# 3
The following is a DFT calculation (the ωB97M-V functional and the def2-TZVPD basis) of a molecular structure, C33H31N2O2PS2Ti.

Output
Energy above the lowest of the compared OMol25 structures with the same formula, charge and spin in kJ/mol: 0.0
HOMO energy (alpha / beta) in eV: -5.145 / -7.894
Spin multiplicity: 3
⟨S²⟩: 2.028
LUMO energy (alpha / beta) in eV: 0.433 / 0.241
Frontier orbital gap (alpha / beta) in eV: 5.58 / 8.13
Electronic energy in eV: -95875.75668

Geometry (Å):
Ti: 0.367 -0.661 0.880
S: 1.736 -2.758 1.537
C: 0.547 -2.543 2.733
N: -0.559 -1.864 2.465
C: -1.354 -1.684 3.589
C: -2.553 -0.980 3.639
C: -3.233 -0.905 4.841
C: -2.735 -1.522 5.989
C: -1.539 -2.219 5.953
C: -0.853 -2.288 4.748
S: 0.680 -3.045 4.399
H: -2.933 -0.494 2.749
H: -4.165 -0.358 4.892
H: -3.285 -1.453 6.917
H: -1.146 -2.692 6.843
C: -3.123 -0.727 -1.223
C: -2.690 -1.853 -0.287
C: -3.777 -2.915 -0.142
C: -1.366 -2.513 -0.695
C: -1.413 -3.245 -2.035
O: -0.155 -2.965 -2.642
C: 0.340 -1.832 -2.051
N: -0.272 -1.539 -0.888
C: 1.405 -1.192 -2.717
C: 1.943 -1.811 -3.886
C: 2.973 -1.246 -4.587
C: 3.534 -0.022 -4.184
C: 3.022 0.611 -3.070
C: 1.978 0.060 -2.324
P: 1.290 0.946 -0.934
C: -0.170 1.836 -1.565
C: -0.544 1.774 -2.903
C: -1.723 2.376 -3.324
C: -2.528 3.046 -2.415
C: -2.158 3.113 -1.077
C: -0.989 2.503 -0.650
C: 2.497 2.230 -0.497
C: 3.646 1.811 0.174
C: 4.612 2.730 0.548
C: 4.431 4.079 0.269
C: 3.287 4.502 -0.391
C: 2.322 3.581 -0.777
H: -4.076 -0.311 -0.889
H: -3.269 -1.085 -2.244
H: -2.388 0.077 -1.255
H: -2.517 -1.422 0.706
H: -4.037 -3.342 -1.114
H: -4.685 -2.484 0.281
H: -3.453 -3.728 0.511
H: -1.073 -3.212 0.098
H: -2.204 -2.855 -2.682
H: -1.526 -4.323 -1.944
H: 1.525 -2.753 -4.207
H: 3.358 -1.754 -5.462
H: 4.349 0.423 -4.739
H: 3.440 1.562 -2.764
H: 0.083 1.245 -3.610
H: -2.013 2.319 -4.365
H: -3.447 3.513 -2.746
H: -2.785 3.634 -0.365
H: -0.710 2.540 0.397
H: 3.777 0.757 0.398
H: 5.505 2.396 1.062
H: 5.183 4.799 0.566
H: 3.145 5.552 -0.611
H: 1.435 3.914 -1.300
C: 2.228 1.178 3.287
C: 1.334 0.560 2.274
O: 0.171 0.992 2.125
H: 1.968 0.728 4.251
H: 2.063 2.255 3.357
H: 3.271 0.952 3.082

---

# 4
The following is a DFT calculation (the ωB97M-V functional and the def2-TZVPD basis) of 2 unconnected molecules or ions with the total composition C5H6N3S at a distorted geometry.

Output
Energy above the lowest of the compared OMol25 structures with the same formula, charge and spin in kJ/mol: 417.0
HOMO energy (alpha / beta) in eV: -13.634 / -13.548
Charge: +1
LUMO energy (alpha / beta) in eV: -8.508 / -8.581
Frontier orbital gap (alpha / beta) in eV: 5.13 / 4.97
Electronic energy in eV: -20576.00377

Geometry (Å):
C: 4.435 -0.924 0.022
C: 0.093 1.336 -0.494
C: 0.002 0.047 0.033
C: 2.048 0.937 0.405
C: -1.092 -0.929 -0.014
N: 3.998 -1.972 0.138
N: 1.286 -0.149 0.477
N: 1.317 1.867 -0.258
S: 5.122 0.578 0.192
H: -0.731 2.056 -0.707
H: -0.707 -1.837 0.507
H: -1.929 -0.569 0.545
H: -1.225 -1.269 -1.061
H: 1.547 -0.956 0.935
H: 1.624 2.726 -0.657

---

# 5
The following is a DFT calculation (the ωB97M-V functional and the def2-TZVPD basis) of a single C15H15FN4O molecule at a distorted geometry.

Output
Energy above the lowest of the compared OMol25 structures with the same formula, charge and spin in kJ/mol: 132.2
HOMO energy in eV: -8.757
SMILES: CC(C)(C)c1cc2nnc(-c3ccccc3F)n2[nH]c1=O
LUMO energy in eV: -0.364
Frontier orbital gap in eV: 8.39
Electronic energy in eV: -26520.70944

Geometry (Å):
C: 0.531 -2.625 3.590
C: 0.903 -1.208 3.214
C: 0.083 -0.316 4.207
C: 2.412 -0.929 3.514
C: 0.647 -0.873 1.725
C: 0.206 -1.843 0.767
C: -0.195 -1.525 -0.627
N: -0.451 -2.290 -1.614
N: -0.852 -1.503 -2.647
C: -0.631 -0.223 -2.334
C: -0.877 0.907 -3.258
C: -1.629 0.607 -4.461
C: -1.920 1.722 -5.261
C: -1.396 3.024 -5.074
C: -0.498 3.279 -4.040
C: -0.278 2.243 -3.040
F: 0.303 2.630 -1.874
N: -0.345 -0.250 -0.933
N: -0.079 0.788 0.017
C: 0.574 0.498 1.226
O: 0.891 1.522 1.873
H: 0.629 -2.901 4.597
H: -0.495 -2.769 3.244
H: 1.212 -3.294 2.998
H: 0.230 0.736 4.166
H: -1.027 -0.359 4.064
H: 0.331 -0.586 5.243
H: 2.569 0.012 3.979
H: 2.808 -0.954 2.518
H: 2.843 -1.714 4.095
H: -0.076 -2.873 0.991
H: -1.902 -0.422 -4.829
H: -2.639 1.681 -6.080
H: -1.716 3.835 -5.708
H: -0.048 4.260 -3.964
H: -0.120 1.715 -0.287

---

# 6
The following is a DFT calculation (the ωB97M-V functional and the def2-TZVPD basis) of a molecular structure, C2H7NOS at a distorted geometry.

Output
Energy above the lowest of the compared OMol25 structures with the same formula, charge and spin in kJ/mol: 464.6
HOMO energy (alpha / beta) in eV: -4.424 / -10.485
Spin multiplicity: 3
⟨S²⟩: 2.006
LUMO energy (alpha / beta) in eV: 0.645 / -2.416
Frontier orbital gap (alpha / beta) in eV: 5.07 / 8.07
Electronic energy in eV: -16551.13047

Geometry (Å):
C: 0.781 -1.257 -1.052
C: -0.032 0.351 1.488
N: -0.903 0.483 -0.135
O: 0.803 1.409 -1.916
S: 0.074 0.164 -1.462
H: 1.857 -1.164 -1.016
H: 0.588 -2.158 -1.626
H: 0.183 -0.753 1.420
H: 0.853 1.064 1.626
H: -0.959 0.553 2.088
H: -1.056 1.548 -0.043
H: -1.101 0.102 -2.282

---

# 7
The following is a DFT calculation (the ωB97M-V functional and the def2-TZVPD basis) of a molecular structure, C26H44BaBrNOP2 at a distorted geometry.

Output
Energy above the lowest of the compared OMol25 structures with the same formula, charge and spin in kJ/mol: 20.8
HOMO energy (alpha / beta) in eV: -12.198 / -12.505
Charge: +2
LUMO energy (alpha / beta) in eV: -6.665 / -6.829
Frontier orbital gap (alpha / beta) in eV: 5.53 / 5.68
Electronic energy in eV: -120510.52596

Geometry (Å):
N: -5.193 4.844 -1.922
C: -4.443 5.373 -0.955
C: -3.129 4.955 -0.699
C: -2.551 3.956 -1.524
C: -3.404 3.348 -2.487
C: -4.687 3.877 -2.687
C: -1.121 3.651 -1.429
Ba: 1.025 3.072 -0.033
P: 4.347 1.027 0.384
C: -0.585 2.441 -1.927
C: -0.839 1.090 -1.454
C: -0.099 0.002 -2.014
C: -0.154 -1.266 -1.521
C: -0.785 -1.588 -0.239
C: -1.685 -0.505 0.200
C: -1.699 0.750 -0.367
Br: 0.897 -1.795 1.151
H: -0.478 4.566 -1.382
H: 0.117 2.511 -2.783
H: -2.584 5.403 0.131
H: -3.086 2.516 -3.114
H: -4.888 6.184 -0.356
H: -5.331 3.517 -3.497
H: 0.501 0.211 -2.908
H: -2.432 1.500 -0.040
H: 0.371 -2.069 -2.033
H: -2.310 -0.726 1.076
P: -1.543 -3.306 -0.112
C: 3.760 2.701 0.580
C: 4.654 3.835 1.073
H: 2.968 2.567 1.367
H: 3.474 2.954 -0.470
H: 4.019 4.718 1.257
H: 5.166 3.567 2.006
H: 5.394 4.102 0.306
C: 3.352 0.004 -0.775
C: 4.255 -1.210 -1.056
H: 3.078 0.561 -1.685
H: 2.435 -0.328 -0.256
H: 3.955 -1.745 -1.964
H: 5.304 -0.900 -1.184
H: 4.227 -1.927 -0.223
C: 3.840 0.158 1.935
C: 5.085 -0.335 2.672
H: 3.165 -0.675 1.677
H: 3.252 0.856 2.552
H: 4.799 -1.025 3.472
H: 5.784 -0.861 2.005
H: 5.621 0.506 3.130
C: -1.739 -3.570 1.680
C: -1.389 -4.951 2.230
H: -2.766 -3.286 1.949
H: -1.077 -2.825 2.155
H: -2.001 -5.735 1.768
H: -0.324 -5.190 2.092
H: -1.587 -4.949 3.311
C: -0.267 -4.334 -0.884
C: -0.376 -4.587 -2.389
H: -0.269 -5.282 -0.329
H: 0.686 -3.845 -0.640
H: -1.213 -5.260 -2.607
H: -0.501 -3.670 -2.978
H: 0.543 -5.079 -2.731
C: -3.140 -3.244 -0.977
C: -4.365 -2.842 -0.148
H: -3.298 -4.231 -1.467
H: -2.999 -2.494 -1.782
H: -4.344 -1.766 0.073
H: -5.272 -3.042 -0.735
H: -4.448 -3.399 0.791
C: -0.291 1.706 3.070
O: -0.004 2.856 2.238
H: -0.141 1.996 4.122
H: 0.421 0.925 2.774
H: -1.323 1.366 2.878
H: -0.331 3.673 2.656

---

# 8
The following is a DFT calculation (the ωB97M-V functional and the def2-TZVPD basis) of a molecular structure, CHCuF4NO3S at a distorted geometry.

Output
HOMO energy (alpha / beta) in eV: -10.196 / -10.183
Spin multiplicity: 2
⟨S²⟩: 0.753
LUMO energy (alpha / beta) in eV: -1.008 / -3.249
Frontier orbital gap (alpha / beta) in eV: 9.19 / 6.93
Electronic energy in eV: -75024.32232

Geometry (Å):
N: -0.739 0.930 0.257
S: -0.364 -0.566 0.465
O: 0.476 -1.257 -0.568
O: -1.062 -1.301 1.498
C: 0.960 0.504 1.565
F: 0.408 1.333 2.449
F: 1.552 -0.430 2.314
F: 1.947 1.111 0.913
F: -0.034 -1.276 -3.888
Cu: -0.099 -0.733 -2.269
O: -1.171 0.529 -1.260
H: -1.872 1.156 -1.475

---

# 9
The following is a DFT calculation (the ωB97M-V functional and the def2-TZVPD basis) of a molecular structure, C36H49N4O4PY at a distorted geometry.

Output
Energy above the lowest of the compared OMol25 structures with the same formula, charge and spin in kJ/mol: 18.3
HOMO energy (alpha / beta) in eV: -13.306 / -13.306
Charge: +2
Spin multiplicity: 2
⟨S²⟩: 0.784
LUMO energy (alpha / beta) in eV: -6.228 / -7.342
Frontier orbital gap (alpha / beta) in eV: 7.08 / 5.96
Electronic energy in eV: -62598.52608

Geometry (Å):
C: 2.072 -0.594 -1.325
N: 1.291 -1.189 -0.348
C: 1.684 -2.416 0.078
C: 2.924 -2.962 -0.244
C: 3.804 -2.272 -1.086
C: 3.340 -1.131 -1.695
Y: -0.413 0.163 0.967
C: -2.421 1.548 0.334
O: -3.222 2.327 0.046
C: 0.788 -3.084 1.098
N: 0.251 -2.091 2.049
C: 1.237 -1.893 3.117
C: 2.370 -0.975 2.741
C: 1.598 0.560 -1.991
P: 0.163 1.529 -1.632
C: -0.871 1.189 -3.217
C: -0.367 1.960 -4.443
C: 0.941 3.323 -1.603
C: -0.201 4.343 -1.432
C: 1.905 3.301 -0.419
C: 1.788 3.754 -2.802
C: -0.776 -0.306 -3.554
C: -2.322 1.551 -2.885
C: -1.026 -2.617 2.619
C: -2.105 -2.525 1.550
H: 3.202 -3.884 0.247
H: 4.808 -2.657 -1.268
H: 3.921 -0.596 -2.442
H: 2.204 0.876 -2.841
H: 2.401 4.278 -0.312
H: 1.402 3.120 0.522
H: 2.690 2.539 -0.533
H: 2.260 4.712 -2.532
H: 2.582 3.035 -3.029
H: 1.190 3.947 -3.696
H: 0.239 5.348 -1.309
H: -0.820 4.371 -2.342
H: -0.840 4.143 -0.563
H: -0.914 1.590 -5.325
H: -0.549 3.041 -4.387
H: 0.700 1.775 -4.629
H: 0.256 -0.590 -3.784
H: -1.136 -0.957 -2.744
H: -1.389 -0.493 -4.450
H: -2.442 2.587 -2.556
H: -2.945 1.428 -3.782
H: -2.742 0.898 -2.113
H: 0.008 -3.703 0.635
H: 1.415 -3.791 1.664
H: 0.684 -1.503 3.976
H: 1.625 -2.875 3.416
H: -1.307 -2.011 3.497
H: -0.868 -3.678 2.910
H: -3.099 -2.539 2.010
H: -2.080 -1.607 0.919
H: -2.038 -3.383 0.862
H: 3.016 -0.831 3.605
H: 2.984 -1.411 1.960
H: 2.055 0.011 2.413
C: -4.132 -2.007 -1.068
H: -4.025 -2.989 -0.547
H: -4.342 -2.152 -2.145
H: -5.003 -1.534 -0.581
O: -2.987 -1.113 -0.914
H: -2.225 -1.489 -1.423
O: 0.983 4.428 2.030
C: 0.420 3.567 2.676
N: -0.090 3.753 3.951
C: -0.342 2.493 4.605
C: -0.426 1.629 3.346
O: -0.996 0.470 3.195
N: 0.141 2.224 2.295
C: 0.871 2.097 5.489
C: 1.191 0.755 5.659
C: 2.213 0.378 6.540
C: 3.033 1.347 7.132
C: 2.747 2.697 6.888
C: 1.625 3.076 6.139
C: -1.692 2.513 5.315
C: -1.883 1.927 6.569
C: -3.152 1.962 7.156
C: -4.207 2.625 6.536
C: -4.000 3.230 5.291
C: -2.738 3.190 4.685
H: 0.185 4.591 4.436
H: 0.617 0.000 5.120
H: 2.375 -0.679 6.752
H: 3.869 1.052 7.786
H: 3.394 3.469 7.297
H: 1.350 4.135 6.086
H: -1.023 1.469 7.062
H: -3.297 1.458 8.104
H: -5.190 2.673 7.008
H: -4.813 3.734 4.772
H: -2.554 3.713 3.733

---

# 10
The following is a DFT calculation (the ωB97M-V functional and the def2-TZVPD basis) of 2 unconnected molecules or ions with the total composition CH5S3 at a distorted geometry.

Output
Energy above the lowest of the compared OMol25 structures with the same formula, charge and spin in kJ/mol: 13.9
HOMO energy in eV: -2.761
Charge: -1
LUMO energy in eV: 3.625
Frontier orbital gap in eV: 6.39
Electronic energy in eV: -33625.16004

Geometry (Å):
S: -2.489 -0.031 0.507
H: -2.455 -0.699 1.647
C: 1.695 1.359 0.699
S: 1.227 0.616 -0.877
S: 0.620 -1.313 -0.236
H: 1.439 0.713 1.530
H: 1.192 2.323 0.806
H: 2.773 1.550 0.723
H: -1.116 -0.484 0.281

---

# 11
The following is a DFT calculation (the ωB97M-V functional and the def2-TZVPD basis) of a single C28H34N4O6 molecule.

Output
Energy above the lowest of the compared OMol25 structures with the same formula, charge and spin in kJ/mol: 469.3
HOMO energy in eV: -7.873
SMILES: COc1ccc(CN(C(=O)c2cnccn2)[C@@H](C(=O)NC(C)(C)C)c2cc(OC)c(OC)c(OC)c2)cc1
LUMO energy in eV: 0.528
Frontier orbital gap in eV: 8.40
Electronic energy in eV: -47832.54258

Geometry (Å):
C: 5.319 0.241 -4.559
O: 5.428 -0.170 -3.218
C: 4.620 0.411 -2.290
C: 4.790 -0.027 -0.975
C: 4.010 0.487 0.040
C: 3.047 1.452 -0.228
C: 2.117 1.961 0.841
N: 0.784 1.400 0.626
C: -0.163 2.202 0.086
O: 0.004 3.398 -0.075
C: -1.480 1.590 -0.302
C: -2.552 1.489 0.583
N: -3.727 1.021 0.198
C: -3.858 0.680 -1.075
C: -2.812 0.843 -1.975
N: -1.634 1.301 -1.591
C: 0.634 -0.006 0.962
C: 0.106 -0.235 2.396
O: 0.121 -1.347 2.883
N: -0.331 0.870 3.021
C: -0.875 0.918 4.382
C: 0.198 0.458 5.372
C: -2.102 0.007 4.466
C: -1.267 2.368 4.659
C: -0.159 -0.774 -0.072
C: -1.380 -1.356 0.214
C: -2.109 -2.008 -0.776
O: -3.352 -2.537 -0.551
C: -3.880 -2.490 0.755
C: -1.586 -2.103 -2.073
O: -2.207 -2.672 -3.147
C: -3.054 -3.784 -2.951
C: -0.335 -1.517 -2.350
O: 0.094 -1.648 -3.632
C: 1.279 -0.989 -4.004
C: 0.367 -0.861 -1.353
C: 2.885 1.890 -1.535
C: 3.662 1.383 -2.561
H: 4.323 0.034 -4.964
H: 5.544 1.307 -4.672
H: 6.058 -0.342 -5.106
H: 5.539 -0.777 -0.778
H: 4.159 0.136 1.051
H: 2.017 3.047 0.778
H: 2.468 1.680 1.838
H: -2.473 1.782 1.621
H: -4.819 0.284 -1.370
H: -2.913 0.608 -3.025
H: 1.645 -0.435 0.957
H: -0.244 1.753 2.541
H: -0.192 0.482 6.385
H: 1.069 1.108 5.316
H: 0.503 -0.557 5.135
H: -2.860 0.317 3.749
H: -2.528 0.047 5.464
H: -1.812 -1.018 4.249
H: -0.403 3.024 4.573
H: -1.665 2.458 5.666
H: -2.031 2.704 3.960
H: -1.778 -1.287 1.212
H: -3.231 -3.001 1.472
H: -4.834 -3.011 0.697
H: -4.051 -1.459 1.080
H: -4.033 -3.488 -2.568
H: -3.169 -4.234 -3.938
H: -2.608 -4.512 -2.270
H: 2.149 -1.387 -3.469
H: 1.394 -1.178 -5.071
H: 1.208 0.089 -3.827
H: 1.321 -0.403 -1.558
H: 2.134 2.634 -1.753
H: 3.510 1.749 -3.564